[1]
{
  "formula": "C5H8O2",
  "method": "ωB97M-V/def2-TZVPD",
  "elements": ["C", "C", "C", "C", "C", "O", "O", "H", "H", "H", "H", "H", "H", "H", "H"],
  "xyz": [[0.95, -0.01, -1.34], [0.20, 0.11, -0.02], [0.21, 1.42, 0.76], [-1.19, -0.55, -0.02], [-0.51, -1.57, 0.89], [-0.82, -2.55, 1.49], [0.70, -0.96, 0.86], [0.70, -0.98, -1.78], [0.70, 0.77, -2.06], [2.03, -0.01, -1.18], [-0.32, 1.25, 1.71], [1.21, 1.79, 1.00], [-0.34, 2.20, 0.22], [-1.98, 0.01, 0.48], [-1.53, -0.92, -0.99]],
  "e_above_lowest_kcal_mol": 4.8,
  "homo_lumo_gap_ha": 0.409
}



[2]
{
  "formula": "C5H8O2",
  "method": "ωB97M-V/def2-TZVPD",
  "elements": ["O", "C", "C", "C", "O", "C", "C", "H", "H", "H", "H", "H", "H", "H", "H"],
  "xyz": [[-0.17, -1.56, -1.67], [-0.24, -0.56, -0.69], [0.98, -0.62, 0.22], [0.79, 0.38, 1.35], [1.00, 1.71, 0.92], [-1.56, -0.15, -0.12], [-1.01, 0.68, -0.97], [-0.82, -1.34, -2.34], [1.07, -1.64, 0.61], [1.90, -0.39, -0.33], [1.44, 0.22, 2.21], [-0.25, 0.26, 1.71], [-2.40, -0.40, 0.51], [-1.14, 1.57, -1.57], [0.40, 1.85, 0.17]],
  "e_above_lowest_kcal_mol": 70.9,
  "homo_lumo_gap_ha": 0.391
}



[3]
{
  "formula": "C5H8O2",
  "method": "ωB97M-V/def2-TZVPD",
  "elements": ["O", "C", "O", "C", "C", "C", "C", "H", "H", "H", "H", "H", "H", "H", "H"],
  "xyz": [[0.54, 2.22, -0.35], [0.83, 1.34, 0.43], [2.00, 0.63, 0.45], [-0.17, 0.46, 1.25], [-0.24, -1.00, 0.62], [-0.29, -0.89, -0.90], [-1.18, -0.15, -1.59], [1.98, 0.09, -0.38], [-1.15, 0.98, 1.42], [0.35, 0.33, 2.28], [-1.00, -1.63, 1.09], [0.75, -1.23, 0.93], [0.49, -1.52, -1.27], [-1.35, 0.83, -1.38], [-1.56, -0.46, -2.60]],
  "e_above_lowest_kcal_mol": 65.9,
  "homo_lumo_gap_ha": 0.355
}



[4]
{
  "formula": "C5H8O2",
  "method": "ωB97M-V/def2-TZVPD",
  "elements": ["O", "C", "C", "C", "C", "O", "C", "H", "H", "H", "H", "H", "H", "H", "H"],
  "xyz": [[-0.23, -1.02, 2.01], [0.31, -1.36, 0.74], [0.53, -0.16, -0.20], [0.07, 1.23, 0.31], [-0.79, 1.36, -0.95], [-1.48, 2.24, -1.39], [-0.42, -0.04, -1.43], [0.46, -0.54, 2.49], [1.25, -1.91, 0.87], [-0.40, -2.06, 0.30], [1.58, -0.13, -0.52], [-0.52, 1.18, 1.23], [0.84, 2.00, 0.41], [-1.27, -0.73, -1.44], [0.06, -0.06, -2.41]],
  "e_above_lowest_kcal_mol": 31.3,
  "homo_lumo_gap_ha": 0.379
}



[5]
{
  "formula": "C5H8O2",
  "method": "ωB97M-V/def2-TZVPD",
  "elements": ["C", "C", "O", "C", "C", "O", "C", "H", "H", "H", "H", "H", "H", "H", "H"],
  "xyz": [[0.37, 0.67, -1.71], [0.39, -0.05, -0.41], [-2.43, 0.55, 0.08], [0.30, -1.32, 0.00], [0.67, -0.95, 1.43], [1.93, -0.26, 1.41], [0.74, 0.43, 1.00], [1.40, 0.85, -2.04], [-0.15, 0.09, -2.48], [-0.13, 1.64, -1.62], [-2.21, 0.91, 0.95], [-1.90, -0.26, 0.03], [0.21, -2.27, -0.52], [0.34, -1.37, 2.38], [0.47, 1.35, 1.52]],
  "e_above_lowest_kcal_mol": 83.6,
  "homo_lumo_gap_ha": 0.375
}



[6]
{
  "formula": "C5H8O2",
  "method": "ωB97M-V/def2-TZVPD",
  "elements": ["O", "C", "C", "C", "O", "C", "C", "H", "H", "H", "H", "H", "H", "H", "H"],
  "xyz": [[-1.79, -0.71, -1.35], [-0.82, -1.10, -0.42], [0.61, -0.80, -0.95], [0.48, 0.29, 0.07], [2.05, 0.32, 1.56], [-0.44, 1.39, 0.16], [-0.67, -0.05, 0.75], [-2.57, -0.46, -0.83], [-0.97, -2.12, -0.06], [1.35, -1.55, -0.69], [0.70, -0.48, -1.98], [2.08, 1.29, 1.58], [-0.31, 2.14, 0.94], [-0.91, 1.74, -0.76], [1.20, 0.09, 1.98]],
  "e_above_lowest_kcal_mol": 134.9,
  "homo_lumo_gap_ha": 0.342
}



[7]
{
  "formula": "C5H8O2",
  "method": "ωB97M-V/def2-TZVPD",
  "elements": ["C", "C", "C", "C", "C", "O", "O", "H", "H", "H", "H", "H", "H", "H", "H"],
  "xyz": [[0.22, 0.09, -1.11], [-0.04, 1.25, 1.24], [-0.12, 0.00, 0.40], [-1.35, -0.85, 0.46], [1.17, -0.58, -0.11], [-0.30, -0.80, -2.09], [-2.36, -0.47, 1.04], [0.25, -0.80, -2.90], [0.50, 1.08, -1.47], [-1.24, -1.90, 0.13], [0.52, 1.04, 2.16], [-1.03, 1.60, 1.56], [0.43, 2.09, 0.73], [2.10, -0.08, 0.14], [1.25, -1.66, -0.19]],
  "e_above_lowest_kcal_mol": 44.0,
  "homo_lumo_gap_ha": 0.373
}



[8]
{
  "formula": "C5H8O2",
  "method": "ωB97M-V/def2-TZVPD",
  "elements": ["C", "C", "O", "C", "C", "C", "O", "H", "H", "H", "H", "H", "H", "H", "H"],
  "xyz": [[-1.47, -0.61, -0.12], [-0.49, 0.55, -0.12], [-1.08, 1.78, -0.07], [0.67, 0.46, 0.80], [1.61, -0.58, 0.27], [1.13, -0.08, -1.46], [1.73, -0.04, -2.49], [-2.41, -0.40, 0.42], [-1.73, -0.83, -1.16], [-1.03, -1.51, 0.32], [-2.04, 1.72, -0.09], [1.17, 1.43, 0.87], [0.12, 0.26, 1.72], [2.59, -0.56, 0.79], [1.23, -1.60, 0.31]],
  "e_above_lowest_kcal_mol": 81.8,
  "homo_lumo_gap_ha": 0.306
}



[9]
{
  "formula": "C5H8O2",
  "method": "ωB97M-V/def2-TZVPD",
  "elements": ["C", "C", "C", "C", "C", "O", "O", "H", "H", "H", "H", "H", "H", "H", "H"],
  "xyz": [[1.64, -0.69, -0.30], [-1.09, -0.73, 0.91], [-0.18, -0.63, -1.40], [-0.27, -0.03, -0.15], [-0.12, 1.39, -0.10], [-1.21, 2.06, 0.50], [-0.10, -0.99, -2.51], [-0.85, 2.62, 1.20], [0.32, 1.89, -0.95], [1.85, -1.66, -0.75], [1.74, -0.69, 0.78], [2.16, 0.14, -0.76], [-0.83, -0.31, 1.88], [-2.15, -0.56, 0.73], [-0.90, -1.81, 0.92]],
  "e_above_lowest_kcal_mol": 123.1,
  "homo_lumo_gap_ha": [0.254, 0.254]
}



[10]
{
  "formula": "C5H8O2",
  "method": "ωB97M-V/def2-TZVPD",
  "elements": ["O", "C", "C", "C", "O", "C", "C", "H", "H", "H", "H", "H", "H", "H", "H"],
  "xyz": [[-2.40, 1.01, 0.90], [-1.08, 0.98, 0.93], [-0.64, -0.45, 0.85], [0.54, -0.59, -0.09], [1.18, -1.83, -0.07], [0.52, 0.19, -1.38], [1.41, 0.61, -0.22], [-2.64, 1.95, 0.95], [1.10, 1.45, 0.36], [-0.29, -0.69, 1.87], [-1.46, -1.15, 0.60], [0.61, -2.46, -0.53], [1.01, -0.29, -2.23], [-0.35, 0.79, -1.63], [2.48, 0.46, -0.33]],
  "e_above_lowest_kcal_mol": 85.7,
  "homo_lumo_gap_ha": 0.350
}



[11]
{
  "formula": "C5H8O2",
  "method": "ωB97M-V/def2-TZVPD",
  "elements": ["C", "C", "O", "C", "C", "O", "C", "H", "H", "H", "H", "H", "H", "H", "H"],
  "xyz": [[2.05, -0.35, 0.57], [0.93, 0.60, 0.32], [0.65, 0.91, -1.10], [-0.30, 0.25, -0.34], [-1.75, 0.82, 0.05], [-2.24, -0.51, -0.13], [-1.03, -1.01, -0.67], [2.01, -0.72, 1.60], [1.98, -1.21, -0.11], [3.01, 0.14, 0.41], [0.71, 1.47, 0.94], [-2.02, 1.20, 1.05], [-2.17, 1.51, -0.71], [-1.09, -1.17, -1.74], [-0.73, -1.93, -0.17]],
  "e_above_lowest_kcal_mol": 63.9,
  "homo_lumo_gap_ha": 0.391
}



[12]
{
  "formula": "C5H8O2S",
  "method": "ωB97M-V/def2-TZVPD",
  "elements": ["C", "C", "C", "C", "C", "O", "O", "S", "H", "H", "H", "H", "H", "H", "H", "H"],
  "xyz": [[-0.91, -0.90, 0.55], [-2.13, -1.04, 1.15], [-0.25, 0.43, 0.41], [-0.41, 0.83, -1.08], [1.25, 0.31, 0.80], [-3.98, 0.81, 1.05], [-0.90, 1.34, 1.15], [-2.85, 0.45, 1.88], [-0.49, -1.70, 0.11], [-2.68, -2.03, 1.19], [-0.16, 1.89, -1.24], [-1.39, 0.54, -1.37], [0.43, 0.40, -1.69], [1.75, 1.25, 0.59], [1.99, -0.44, 0.35], [1.47, 0.36, 1.79]],
  "e_above_lowest_kcal_mol": 86.3,
  "homo_lumo_gap_ha": [0.306, 0.305]
}



[13]
{
  "formula": "C5H8O2S",
  "method": "ωB97M-V/def2-TZVPD",
  "elements": ["C", "C", "C", "C", "C", "H", "H", "H", "H", "H", "H", "H", "H", "O", "O", "S"],
  "xyz": [[0.59, 1.18, -0.65], [1.60, 0.12, -0.40], [0.63, -1.70, 0.65], [-0.49, -1.29, 1.28], [-0.45, 1.44, 0.39], [-0.60, 0.13, -1.73], [1.27, 2.06, -0.57], [2.11, 0.22, 0.55], [2.43, 0.22, -1.06], [1.01, -2.70, 0.77], [-1.02, -1.69, 2.15], [-1.20, 2.24, 0.08], [0.01, 1.88, 1.31], [0.15, 0.89, -1.94], [1.01, -1.13, -0.54], [-1.53, 0.07, 0.67]],
  "e_above_lowest_kcal_mol": 53.1,
  "homo_lumo_gap_ha": 0.353
}



[14]
{
  "formula": "C5H8O2S",
  "method": "ωB97M-V/def2-TZVPD",
  "elements": ["C", "C", "C", "C", "C", "H", "H", "H", "H", "H", "H", "H", "H", "O", "O", "S"],
  "xyz": [[-0.74, -0.38, -1.13], [-0.96, -1.12, 0.13], [0.41, 0.99, 0.72], [1.05, 2.05, 1.21], [0.57, 0.40, -0.73], [0.51, -1.45, -2.06], [-1.55, 0.32, -1.24], [-0.21, -1.94, 0.32], [-1.93, -1.60, 0.12], [1.69, 2.75, 0.59], [0.90, 2.42, 2.21], [0.83, 1.18, -1.37], [2.45, 0.01, -0.35], [-0.54, -1.27, -2.14], [1.70, -0.53, -0.78], [-0.87, 0.07, 1.50]],
  "e_above_lowest_kcal_mol": 35.5,
  "homo_lumo_gap_ha": 0.338
}



[15]
{
  "formula": "C5H8O2S",
  "method": "ωB97M-V/def2-TZVPD",
  "elements": ["C", "C", "C", "C", "C", "O", "O", "S", "H", "H", "H", "H", "H", "H", "H", "H"],
  "xyz": [[-1.34, -0.32, 0.59], [-0.76, -0.09, 1.96], [0.57, 1.24, -0.69], [0.73, -0.94, -1.00], [0.06, -0.21, 0.15], [2.07, 0.64, -2.76], [0.55, -0.38, 1.47], [2.01, 0.32, -1.34], [-1.64, -1.34, 0.15], [-2.01, 0.37, 0.13], [-0.84, 1.02, 2.27], [-0.94, -0.64, 2.88], [-0.21, 1.35, -1.41], [0.69, 2.06, 0.00], [1.19, -1.93, -0.72], [-0.13, -1.13, -1.70]],
  "e_above_lowest_kcal_mol": 83.1,
  "multiplicity": 3,
  "homo_lumo_gap_ha": [0.191, 0.253]
}